Entry 1:
C34H85BFIN2O21S6SbSi | wB97M-V/def2-TZVPD

Cartesian coordinates (Å):
C1 2.3759 3.9724 -2.3828
C2 1.9971 3.1806 -0.9593
N1 2.1475 1.6902 -1.0792
C3 1.1038 1.0416 -1.9734
C4 -0.4450 1.3724 -1.5913
Sb1 -1.9404 0.1522 -2.7710
I1 -2.0625 -1.4108 -0.4130
C5 -1.8306 1.5132 -4.5251
C6 -1.9031 3.1196 -4.2465
C7 -0.7401 3.9288 -5.1358
F1 -1.0623 3.6069 -6.5760
B1 -3.6635 -1.0322 -3.6518
C8 -4.2192 -2.4428 -2.9302
O1 -4.4238 -0.6389 -4.8505
N2 -0.5193 -1.1710 -3.4190
C9 0.2540 -0.8745 -4.6371
C10 -0.7909 -2.6306 -3.4693
C11 -0.2548 -3.7813 -2.3739
O2 -1.3335 -3.2521 -4.5578
Si1 -3.7509 1.4797 -1.6391
C12 -5.1421 0.3566 -0.8113
C13 -4.8231 2.5909 -2.8128
C14 -3.0289 2.4704 -0.1024
C15 2.3393 0.9783 0.2294
C16 1.4804 -0.3108 0.8004
O3 3.3580 1.3836 1.0386
H1 3.5021 3.7322 -2.6916
H2 2.3375 5.1422 -2.2099
H3 1.7026 3.6277 -3.2723
H4 2.7923 3.6139 -0.1804
H5 0.9566 3.5662 -0.5964
H6 1.2887 1.4966 -3.0582
H7 1.3842 -0.1179 -1.9708
H8 -0.5627 1.1305 -0.4272
H9 -0.6140 2.5213 -1.6803
H10 -2.7531 1.2777 -5.2478
H11 -0.8924 1.4190 -5.2108
H12 -1.8474 3.4864 -3.1546
H13 -2.9329 3.5307 -4.6912
H14 -0.8293 5.1018 -5.0181
H15 0.3378 3.5101 -4.9589
H16 -4.6500 -2.2309 -1.8432
H17 -3.4250 -3.2977 -2.9177
H18 -5.1479 -2.8762 -3.5435
H19 -3.9028 -0.8852 -5.6915
H20 -0.5143 -0.7867 -5.5467
H21 0.8931 0.1020 -4.6712
H22 0.9477 -1.7957 -4.8996
H23 0.3960 -4.5488 -2.9957
H24 0.4242 -3.2982 -1.5412
H25 -1.1720 -4.3509 -1.8692
H26 -5.7000 -0.3155 -1.5878
H27 -4.7815 -0.1792 0.1578
H28 -5.9540 1.1551 -0.4477
H29 -4.8659 2.2239 -3.9214
H30 -4.2617 3.6443 -2.8396
H31 -5.8654 2.8086 -2.3202
H32 -3.9872 2.9333 0.4185
H33 -2.6328 1.6459 0.6627
H34 -2.2194 3.2583 -0.4012
H35 0.4498 0.0730 1.2640
H36 1.3296 -1.1509 -0.0122
H37 2.0790 -0.8016 1.6977
O4 -7.7204 1.9434 0.6817
S1 -9.1393 2.2202 0.6234
O5 -9.6789 3.3125 -0.1589
O6 -9.7226 2.3259 2.1412
C17 -9.1181 3.2455 3.0399
C18 -9.5431 4.6720 2.7450
C19 -9.9891 0.7312 0.1600
H38 -8.0280 3.1450 3.0235
H39 -9.4522 2.9754 4.0480
H40 -9.1526 5.0076 1.7797
H41 -9.1709 5.3541 3.5142
H42 -10.6340 4.7493 2.6970
H43 -9.6225 -0.0919 0.7746
H44 -9.7773 0.5376 -0.8936
H45 -11.0616 0.8774 0.3020
O7 -8.0919 2.3821 8.5310
S2 -7.9037 3.4375 7.5594
O8 -8.2760 3.2793 6.1693
O9 -6.3611 3.9571 7.6318
C20 -5.3154 3.0076 7.4775
C21 -5.1423 2.6020 6.0257
C22 -8.6678 4.9178 8.1749
H46 -5.4864 2.1345 8.1157
H47 -4.3934 3.4865 7.8260
H48 -6.0116 2.0430 5.6667
H49 -4.2602 1.9678 5.9030
H50 -5.0391 3.4846 5.3864
H51 -8.3587 5.0723 9.2093
H52 -9.7502 4.7843 8.1214
H53 -8.3663 5.7586 7.5472
O10 9.4506 0.9386 0.7823
S3 9.0640 1.7348 1.9268
O11 9.4762 1.3981 3.2732
O12 7.4475 1.9388 1.9103
C23 6.6169 0.7871 1.8582
C24 6.5456 0.0916 3.2049
C25 9.5064 3.4265 1.6163
H54 6.9536 0.1006 1.0745
H55 5.6133 1.1278 1.5796
H56 7.5139 -0.3387 3.4775
H57 5.8112 -0.7181 3.1845
H58 6.2735 0.8006 3.9933
H59 9.1609 3.7060 0.6202
H60 10.5940 3.5052 1.6732
H61 9.0483 4.0577 2.3802
O13 6.4056 -3.4821 3.8735
S4 6.0196 -4.0264 2.5897
O14 4.6959 -3.8304 2.0372
O15 6.3679 -5.6179 2.5612
C26 5.8366 -6.4490 3.5839
C27 4.3640 -6.7365 3.3577
C28 7.2105 -3.5148 1.3757
H62 6.0076 -6.0075 4.5711
H63 6.3929 -7.3926 3.5516
H64 3.7640 -5.8283 3.4684
H65 3.9975 -7.4720 4.0790
H66 4.1941 -7.1147 2.3446
H67 8.2132 -3.6994 1.7631
H68 7.0678 -2.4475 1.1941
H69 7.0386 -4.0741 0.4540
O16 -3.8461 -5.8212 0.2186
S5 -3.1347 -6.8531 0.9414
O17 -1.6892 -6.8828 1.0170
O18 -3.6624 -8.3115 0.4419
C29 -3.6132 -8.6142 -0.9455
C30 -2.2004 -8.9383 -1.3941
C31 -3.7799 -6.9354 2.5939
H70 -4.0396 -7.7972 -1.5366
H71 -4.2479 -9.4932 -1.1047
H72 -1.5553 -8.0568 -1.3309
H73 -2.1932 -9.2869 -2.4304
H74 -1.7580 -9.7091 -0.7551
H75 -4.8694 -6.9589 2.5482
H76 -3.4449 -6.0452 3.1301
H77 -3.3899 -7.8309 3.0816
O19 11.8717 0.3694 -4.6208
S6 11.7187 1.7901 -4.3938
O20 12.3294 2.4592 -3.2645
O21 10.1336 2.1660 -4.4298
C32 9.2496 1.4707 -3.5615
C33 9.3663 1.9696 -2.1333
C34 12.1875 2.6544 -5.8726
H78 9.4183 0.3904 -3.6194
H79 8.2321 1.6583 -3.9224
H80 10.3436 1.7219 -1.7084
H81 8.5992 1.5154 -1.5003
H82 9.2631 3.0586 -2.0935
H83 11.6973 2.1864 -6.7271
H84 13.2723 2.5815 -5.9747
H85 11.8933 3.7015 -5.7785

Cartesian forces (eV/Å) of the 6 atoms listed first:
0.77 -0.43 0.32
1.59 2.28 -0.04
-1.47 -1.00 2.65
-0.17 -0.05 -0.87
2.23 0.13 1.67
-0.88 2.34 -0.60

Results
Total charge: -1
Relative energy (zero: lowest compared OMol25 entry of this formula, charge and spin) in kJ/mol: 1008.4
Multiplicity: 1


Entry 2:
C2H12LiO4 | wB97M-V/def2-TZVPD

Cartesian coordinates (Å):
Li1 -5.0611 -15.4196 19.0919
C1 -5.4520 -18.3010 17.8633
C2 -4.2631 -17.3088 17.8863
O1 -4.8591 -16.0294 17.7846
H1 -5.9177 -18.2652 16.8784
H2 -6.1640 -18.2654 18.6878
H3 -5.0173 -19.2973 17.9440
H4 -3.6008 -17.6446 17.0884
H5 -3.9033 -17.2791 18.9148
H6 -5.1994 -15.8670 16.9018
O2 -6.1643 -15.9513 19.8912
H7 -6.8794 -16.5635 19.7175
H8 -6.3669 -15.5837 20.7515
O3 -3.6035 -15.6615 19.5944
H9 -3.4528 -15.5584 20.5340
H10 -2.7282 -15.6417 19.2074
O4 -5.5100 -13.9664 19.0020
H11 -6.3164 -13.4719 19.1476
H12 -5.0219 -13.4470 18.3631

Cartesian forces (eV/Å) of the 6 atoms listed first:
1.39 1.43 0.95
1.25 -0.95 -0.43
-2.76 -2.37 0.67
1.09 -1.38 -6.85
-0.39 0.04 0.16
0.03 0.49 -0.17

Results
Total charge: +1
Relative energy (zero: lowest compared OMol25 entry of this formula, charge and spin) in kJ/mol: 448.7
Multiplicity: 1


HOMO level (computed, eV): -4.06; -14.52